Formula: C14H27N7O7Pr
Source: OMol25
Level of theory: ωB97M-V with the def2-TZVPD basis set

Element x y z (Å)
O: -1.37 -1.12 -2.74
H: -2.19 -1.63 -2.73
Pr: 0.25 -1.27 0.92
N: -2.25 -1.80 0.65
N: -1.68 0.61 0.40
N: 2.62 -1.27 0.13
N: 1.58 1.00 0.21
O: -2.37 -2.99 1.09
O: 2.92 -2.50 -0.50
O: 1.03 2.24 -0.01
O: -1.41 1.89 0.54
C: -3.02 0.35 0.28
C: -3.35 -1.02 0.44
C: 3.51 -0.29 -0.04
C: 2.92 1.02 0.09
C: -4.73 -1.58 0.42
H: -5.00 -1.95 -0.58
H: -5.47 -0.81 0.69
H: -4.82 -2.41 1.12
C: -4.05 1.41 0.06
H: -4.24 1.56 -1.02
H: -3.70 2.36 0.48
H: -5.01 1.15 0.53
C: 4.95 -0.45 -0.40
C: 3.73 2.27 -0.04
H: 5.17 -1.49 -0.67
H: 5.61 -0.16 0.43
H: 5.21 0.20 -1.25
H: 3.08 3.14 0.14
H: 4.17 2.35 -1.04
H: 4.55 2.27 0.69
H: 2.02 -2.73 -0.88
H: 0.01 2.09 0.16
C: -1.28 -0.06 -3.72
H: -2.20 -0.01 -4.30
H: -0.41 -0.27 -4.34
H: -1.13 0.85 -3.17
O: 0.26 -2.45 -1.09
H: -0.55 -1.57 -2.18
H: 0.06 -3.40 -1.18
C: 1.44 -2.64 5.48
N: 1.04 -1.33 4.97
C: 1.05 -0.22 5.75
C: 0.68 0.98 5.22
C: 0.27 1.03 3.87
N: 0.31 -0.09 3.12
C: 0.73 -1.26 3.66
O: 0.83 -2.32 2.93
N: -0.17 2.12 3.24
H: 1.63 -2.52 6.55
H: 2.35 -3.01 5.00
H: 0.66 -3.38 5.34
H: 1.36 -0.40 6.78
H: 0.67 1.89 5.81
H: -0.25 2.99 3.75
H: -0.56 2.08 2.29

Values from the calculation:
Charge: +1
Orbital gap (spin up / spin down) (eV): 5.123 / 5.119
Highest occupied orbital energy (spin up / spin down) (eV): -8.46 / -8.45
2S+1: 3
E (hartree): -1976.3230